# C2H5Cl3N2

A cluster of 2 separate species, C2H5Cl3N2 in total in a non-equilibrium geometry (ωB97M-V/def2-TZVPD, the Open Molecules 2025 dataset).

Last column: Löwdin charge in e.
Atoms and positions in Å:
Cl1 -1.638 0.751 -0.513  0.74
Cl2 2.616 0.783 1.074  0.51
Cl3 1.560 -1.474 -0.645  0.47
N1 1.472 1.146 -1.301  -0.09
N2 -0.860 -0.087 1.668  -0.02
C1 -0.488 0.782 0.672  -0.79
C2 1.446 0.298 -0.224  -1.20
H1 -1.393 -0.802 1.361  0.01
H2 -0.235 -0.367 2.498  0.15
H3 -0.202 1.763 1.020  0.08
H4 0.725 1.122 -1.930  0.03
H5 2.335 1.320 -1.898  0.12

E_HOMO (eV): -8.23
Gap between HOMO and LUMO (eV): 8.9
E_LUMO (eV): 0.7
Net charge: 0
ΔE to the lowest compared entry with this formula, charge and spin (kcal/mol): 35.6
Spin multiplicity: 1